# 1
{
  "formula": "C9H15N2OS",
  "method": "ωB97M-V/def2-TZVPD",
  "smiles": "CS[C@](C)([NH3+])COc1ccccn1",
  "total_energy_ev": -25431.7072,
  "e_above_lowest_kcal_mol": 14.1,
  "homo_ev": -12.02,
  "total_charge": 1,
  "species": ["C", "S", "C", "C", "N", "C", "O", "C", "C", "C", "C", "C", "N", "H", "H", "H", "H", "H", "H", "H", "H", "H", "H", "H", "H", "H", "H", "H"],
  "positions_angstrom": [[-1.573, 2.531, 0.265], [-1.296, 0.945, 1.226], [-1.744, -0.370, 0.028], [-3.077, 0.001, -0.635], [-1.911, -1.654, 0.883], [-0.602, -0.775, -0.944], [0.414, -1.367, -0.150], [1.625, -0.748, -0.078], [2.692, -1.331, 0.622], [3.846, -0.566, 0.675], [3.972, 0.637, 0.081], [2.914, 1.128, -0.678], [1.760, 0.466, -0.636], [-2.634, 2.722, 0.205], [-1.252, 2.481, -0.836], [-1.069, 3.258, 0.849], [-3.004, 1.076, -0.829], [-3.279, -0.576, -1.539], [-3.940, -0.141, 0.037], [-2.618, -2.258, 0.506], [-2.066, -1.412, 1.841], [-1.024, -2.286, 1.062], [-0.221, 0.092, -1.462], [-1.064, -1.678, -1.468], [2.710, -2.381, 1.069], [4.675, -1.043, 1.126], [4.843, 1.220, 0.116], [2.925, 2.028, -1.337]],
  "mulliken_charge": [-0.9279, 0.0295, 0.5102, -1.4674, -0.3548, -0.6336, -0.3607, 0.7224, -0.6104, -0.1824, -0.6651, -0.2809, -0.3256, 0.3794, 0.3031, 0.3712, 0.3594, 0.3841, 0.4052, 0.3505, 0.3639, 0.3887, 0.4020, 0.3325, 0.2837, 0.4172, 0.4339, 0.3721]
}

# 2
{
  "formula": "C9H15N2S",
  "method": "ωB97M-V/def2-TZVPD",
  "total_energy_ev": -23384.6460,
  "e_above_lowest_kcal_mol": 0.0,
  "homo_ev": -12.50,
  "total_charge": 1,
  "species": ["C", "C", "C", "C", "C", "C", "C", "C", "C", "N", "N", "S", "H", "H", "H", "H", "H", "H", "H", "H", "H", "H", "H", "H", "H", "H", "H"],
  "positions_angstrom": [[0.228, 1.033, -0.370], [0.784, 0.619, 0.970], [-2.338, 0.491, -0.349], [-0.221, -0.479, -0.458], [0.392, -0.675, 0.898], [1.177, 1.486, -1.459], [1.596, 1.362, 1.996], [0.410, -1.373, -1.537], [0.743, -2.033, 1.526], [-1.649, -0.588, -0.508], [-3.660, 0.654, -0.367], [-1.318, 1.873, -0.018], [2.295, 1.239, -1.191], [1.117, 2.552, -1.619], [0.963, 0.860, -2.292], [2.618, 1.529, 1.643], [1.681, 0.795, 2.888], [1.102, 2.355, 2.189], [0.258, -1.058, -2.573], [0.087, -2.346, -1.441], [1.422, -1.354, -1.299], [1.008, -1.941, 2.570], [1.656, -2.468, 1.098], [-0.056, -2.697, 1.412], [-2.066, -1.449, -0.611], [-4.326, -0.055, -0.681], [-3.905, 1.670, -0.415]],
  "mulliken_charge": [1.4599, 0.0387, 0.5965, 1.3323, -0.6258, -1.2204, -1.3024, -2.2962, -1.6192, -0.0455, -0.4311, -0.3187, 0.3247, 0.3926, 0.2894, 0.2978, 0.4023, 0.2937, 0.4222, 0.5497, 0.5595, 0.4105, 0.2938, 0.4311, 0.2485, 0.2632, 0.2528]
}

# 3
{
  "formula": "C9H15N3",
  "method": "ωB97M-V/def2-TZVPD",
  "total_energy_ev": -14023.0598,
  "homo_ev": [-12.39, -17.92],
  "total_charge": 2,
  "spin_multiplicity": 3,
  "species": ["C", "C", "C", "C", "C", "C", "C", "C", "C", "N", "N", "N", "H", "H", "H", "H", "H", "H", "H", "H", "H", "H", "H", "H", "H", "H", "H"],
  "positions_angstrom": [[2.226, -1.148, -0.043], [2.115, 1.153, -0.350], [3.586, -1.061, -0.027], [3.468, 1.231, -0.253], [1.440, -0.060, -0.226], [-0.686, -1.294, 0.458], [-1.971, -0.590, 1.056], [-2.932, 1.605, 0.426], [-3.288, -0.089, -1.053], [4.172, 0.172, -0.069], [0.089, -0.219, -0.014], [-2.676, 0.395, 0.212], [1.694, -2.186, 0.003], [1.473, 2.073, -0.613], [4.196, -1.877, 0.361], [3.867, 2.254, -0.148], [0.086, -1.800, 1.192], [-0.985, -1.999, -0.445], [-2.767, -1.322, 1.058], [-1.792, -0.221, 2.079], [-2.448, 2.148, 1.356], [-3.559, 2.125, -0.254], [-4.337, -0.245, -0.751], [-3.190, 0.659, -1.820], [-2.772, -0.963, -1.490], [5.169, 0.261, 0.041], [-0.174, 0.997, -0.684]],
  "mulliken_charge": [-0.2033, -0.7885, -0.6579, -0.2540, 1.0011, -0.4968, -0.9156, -0.0775, -1.0516, 0.0366, -0.0190, 0.2488, 0.3503, 0.3910, 0.3850, 0.3797, 0.5310, 0.2714, 0.4128, 0.4689, 0.2387, 0.3136, 0.4305, 0.4330, 0.2819, 0.2833, 0.0067]
}

# 4
{
  "formula": "C9H15N5",
  "method": "ωB97M-V/def2-TZVPD",
  "total_energy_ev": -17000.1233,
  "e_above_lowest_kcal_mol": 97.3,
  "homo_ev": [-14.31, -14.74],
  "total_charge": 2,
  "spin_multiplicity": 3,
  "species": ["C", "C", "C", "C", "C", "C", "C", "C", "C", "N", "N", "N", "N", "N", "H", "H", "H", "H", "H", "H", "H", "H", "H", "H", "H", "H", "H", "H", "H"],
  "positions_angstrom": [[1.739, -3.040, -0.495], [2.833, -2.184, -0.654], [0.668, -2.203, -0.017], [-3.776, -0.217, -0.347], [0.812, 2.658, 0.348], [-2.594, 0.116, -0.883], [0.370, 0.191, 0.399], [-3.898, -0.300, 1.140], [-1.615, 0.261, -1.700], [0.820, 1.355, 0.283], [2.428, -0.928, -0.328], [1.083, -0.960, 0.035], [2.901, 0.314, -0.147], [1.725, 3.290, 1.157], [1.663, -4.162, -0.633], [3.819, -2.307, -1.149], [-0.346, -2.508, 0.022], [-4.590, -0.283, -0.959], [0.111, 3.294, -0.276], [-3.284, 0.301, 1.716], [-3.748, -1.317, 1.408], [-4.962, 0.057, 1.460], [-1.423, 1.067, -2.337], [-0.380, -0.027, 1.311], [-1.186, -0.672, -2.258], [3.280, 0.790, -0.876], [3.723, 0.229, 0.467], [1.614, 4.335, 1.288], [2.215, 2.851, 2.023]],
  "mulliken_charge": [-0.4619, -0.0215, -0.0786, -0.2000, 0.0739, 0.3216, -0.0515, -1.1134, -0.9732, -0.1393, 0.2703, 0.2195, -0.7842, -0.3983, 0.4104, 0.4497, 0.5370, 0.4630, 0.3855, 0.3838, 0.2813, 0.3263, 0.3907, 0.3610, 0.2268, 0.2317, 0.2873, 0.3037, 0.2985]
}

# 5
{
  "formula": "C9H15NO2",
  "method": "ωB97M-V/def2-TZVPD",
  "smiles": "[H]/N=C\\OC(=O)/C=C(/C)C(C)(C)C",
  "total_energy_ev": -15158.8002,
  "e_above_lowest_kcal_mol": 65.1,
  "homo_ev": -9.77,
  "species": ["H", "N", "C", "O", "C", "O", "C", "C", "C", "C", "C", "C", "C", "H", "H", "H", "H", "H", "H", "H", "H", "H", "H", "H", "H", "H", "H"],
  "positions_angstrom": [[-2.983, 1.045, -1.435], [-3.817, 1.187, -0.782], [-4.022, 0.462, 0.213], [-3.276, -0.472, 0.828], [-2.001, -0.645, 0.216], [-1.628, -1.676, -0.291], [-1.112, 0.466, 0.493], [0.258, 0.603, 0.370], [0.956, 1.803, 1.053], [1.207, -0.444, -0.189], [1.136, -1.635, 0.710], [2.617, 0.157, -0.307], [0.987, -0.887, -1.694], [-4.943, 0.693, 0.802], [-1.587, 1.328, 0.898], [1.780, 2.224, 0.587], [1.104, 1.536, 1.992], [0.295, 2.685, 1.064], [1.192, -1.343, 1.791], [2.020, -2.266, 0.534], [0.283, -2.359, 0.415], [3.154, 0.016, 0.615], [3.077, -0.499, -1.068], [2.549, 1.182, -0.532], [0.229, -1.573, -1.795], [1.815, -1.506, -2.023], [0.709, -0.080, -2.464]],
  "mulliken_charge": [0.3129, -0.5441, 0.0794, -0.2875, 0.1836, -0.5170, -0.4685, 0.3206, -2.0351, 2.5623, -1.6434, -1.8982, -1.8406, 0.3464, 0.4028, 0.4806, 0.4327, 0.4513, 0.3166, 0.4527, 0.3421, 0.3831, 0.4587, 0.4115, 0.5037, 0.5030, 0.2903]
}

# 6
{
  "formula": "C9H15O",
  "method": "ωB97M-V/def2-TZVPD",
  "total_energy_ev": -11613.4660,
  "e_above_lowest_kcal_mol": 39.6,
  "homo_ev": -14.18,
  "total_charge": 1,
  "species": ["C", "C", "C", "C", "C", "C", "C", "C", "C", "O", "H", "H", "H", "H", "H", "H", "H", "H", "H", "H", "H", "H", "H", "H", "H"],
  "positions_angstrom": [[0.306, 0.021, -0.701], [1.575, -0.392, -0.450], [2.610, 0.460, -0.095], [-0.829, -0.662, -1.181], [-2.260, 0.889, 0.354], [-1.315, 1.865, -0.373], [-1.942, -0.541, 0.009], [3.919, 0.058, 0.291], [-1.475, -1.420, 1.116], [-0.013, 1.542, -0.073], [1.795, -1.413, -0.741], [2.334, 1.474, -0.017], [-1.425, -0.338, -2.089], [-0.746, -1.736, -1.416], [-2.080, 1.049, 1.396], [-3.301, 1.030, 0.260], [-1.595, 1.796, -1.342], [-1.666, 2.870, 0.032], [-2.788, -1.154, -0.362], [4.314, 0.695, 1.128], [4.647, 0.158, -0.548], [3.835, -0.998, 0.493], [-0.590, -1.020, 1.654], [-1.080, -2.430, 0.832], [-2.230, -1.804, 1.823]],
  "mulliken_charge": [0.9062, -0.6917, 0.1906, -1.1413, -0.9088, -0.6217, 0.5949, -1.1232, -1.5805, -0.4183, 0.3605, 0.5458, 0.2672, 0.4812, 0.3982, 0.3945, 0.3788, 0.4273, 0.4122, 0.3455, 0.3296, 0.3667, 0.3417, 0.3591, 0.3855]
}